Below is 2 unconnected molecules or ions with the total composition C5H12O2, with properties calculated with wB97M-V/def2-TZVPD.

Results
Total charge: 0
SMILES: CC/C=C\O.CO
Spin multiplicity: 1
HOMO energy, eV: -8.9
ΔE to the lowest compared entry with this formula, charge and spin, kcal per mole: 38.74
Kohn-Sham gap, eV: 9.5217

Atoms and positions in Å:
C (-1.118, 0.075, -2.061)
C (-1.530, 0.739, -0.743)
C (-1.313, -0.115, 0.475)
C (-0.550, 0.189, 1.519)
O (0.244, 1.317, 1.545)
H (-0.031, -0.045, -2.112)
H (-1.574, -0.917, -2.166)
H (-1.449, 0.681, -2.911)
H (-1.002, 1.692, -0.625)
H (-2.600, 0.982, -0.786)
H (-1.845, -1.063, 0.526)
H (-0.479, -0.453, 2.395)
H (0.731, 1.342, 2.377)
C (2.228, -1.014, 0.515)
O (1.917, -0.021, -0.431)
H (2.984, -0.679, 1.244)
H (1.343, -1.359, 1.068)
H (2.635, -1.873, -0.025)
H (1.445, 0.682, 0.042)

Force components x, y, z for each atom (eV/Å):
0.02 -0.05 -0.04
-0.03 0.11 0.02
0.04 0.05 0.16
-0.26 -0.25 -0.12
0.04 0.03 0.16
-0.18 -0.01 0.02
0.05 0.14 0.04
0.10 -0.09 0.13
-0.07 -0.14 -0.02
0.13 0.00 -0.01
0.01 0.15 0.05
-0.01 0.09 -0.15
-0.12 0.05 -0.12
0.19 -0.33 0.21
-0.07 0.26 0.06
-0.10 -0.04 -0.14
0.15 0.04 -0.14
0.00 0.11 0.05
0.09 -0.11 -0.15